Entry 1:
DFT (ωB97M-V/def2-TZVPD) results for a 2-piece molecular cluster, C4H9N2O2 overall at a distorted geometry.

Cartesian coordinates (Å):
1 O -1.2733 -1.5288 -0.1659
2 O 0.6694 -2.4825 -0.0719
3 N 0.0835 -1.4727 -0.2536
4 N 0.9678 -1.0700 2.1255
5 C 0.0072 0.8568 -0.9598
6 C -1.3513 1.4107 -1.0839
7 C -0.0430 2.2315 -1.2909
8 C 0.6517 -0.2912 -0.6356
9 H 0.2833 2.8710 -0.5557
10 H -1.8863 1.7750 -0.3027
11 H -1.8580 1.0839 -1.9847
12 H -1.4523 -2.4302 0.3178
13 H 0.1961 -0.8582 2.8233
14 H 0.1633 2.3958 -2.2451
15 H 1.5975 -0.2934 2.1737
16 H 1.7887 -0.3940 -0.4867
17 H 1.4557 -1.8036 2.5959

The value obtained for the total energy is -417.3308 hartree. Its total charge is +1. For the energy relative to the best compared isomer or geometry (same formula, charge and spin), the calculation gives 657.71 kJ/mol.

***

Entry 2:
DFT (ωB97M-V/def2-TZVPD) results for a 2-piece molecular cluster, C35H40F6N5O overall at a distorted geometry.

Cartesian coordinates (Å):
1 F 3.6614 -3.7520 5.4723
2 F 5.2652 -2.2936 5.0567
3 F 3.3768 2.3577 3.0977
4 F 2.0368 3.1922 4.6355
5 F 4.0905 2.5990 5.1758
6 F 4.0179 -3.0618 3.4057
7 O -1.5413 1.0557 5.1153
8 N -10.3938 3.2120 -2.2833
9 N -0.4771 4.2650 -1.6307
10 N -5.6066 0.4806 3.9137
11 N -2.7782 -0.5623 6.1553
12 N -0.5280 -0.9341 5.8136
13 C -11.3421 1.1343 -1.3714
14 C -1.6179 3.5697 -1.3550
15 C 0.7913 -0.6914 5.4299
16 C -1.6054 -0.0493 5.6564
17 C -6.3951 -1.7529 3.5899
18 C -4.5848 -0.3424 4.4881
19 C -6.7437 -0.2589 3.4162
20 C 3.4286 -0.2175 4.6136
21 C -2.7872 3.6907 -2.1546
22 C -5.0805 -1.8004 4.3980
23 C 1.7105 -1.7594 5.3272
24 C -10.6259 4.3632 -3.1276
25 C -1.6857 2.7364 -0.2019
26 C 3.9868 -2.6566 4.7210
27 C -5.3815 2.0838 0.0548
28 C -9.0710 1.9789 -0.6673
29 C 3.0025 2.2467 4.4180
30 C -8.1102 3.9032 -1.8086
31 C 1.2286 0.6137 5.1440
32 C -10.2669 1.1605 -0.2975
33 C -4.0715 0.0559 5.8856
34 C -0.4342 2.4989 0.5810
35 C -6.8928 3.6561 -1.2176
36 C -4.1269 2.4877 -0.4852
37 C -3.9780 3.1207 -1.7692
38 C 0.7805 4.0218 -0.9735
39 C 3.0142 -1.5151 4.9119
40 C -7.8304 1.7089 -0.1168
41 C -0.4547 5.4351 -2.4811
42 C 2.5330 0.8458 4.7390
43 C 0.8283 2.6997 -0.2428
44 C -2.9096 2.2567 0.2324
45 C -9.2214 3.0422 -1.6039
46 C -6.6632 2.4771 -0.4250
47 C -11.6030 2.5204 -1.9133
48 H 1.5741 4.0740 -1.7337
49 H 1.7058 2.6928 0.4076
50 H -8.2319 4.7843 -2.4389
51 H -6.2609 -2.2403 2.6183
52 H -6.0890 4.3803 -1.3419
53 H -4.3098 -2.4034 3.9033
54 H -0.4445 1.4883 0.9945
55 H 0.9778 4.8395 -0.2618
56 H -5.7652 1.3985 4.3200
57 H 1.3854 -2.7708 5.5576
58 H -0.4007 3.1886 1.4359
59 H -11.4635 4.1253 -3.7969
60 H -3.9596 1.1442 5.9633
61 H -4.7790 -0.2957 6.6498
62 H -5.3569 1.3916 0.8970
63 H -10.9037 5.2601 -2.5452
64 H -12.1420 3.1120 -1.1542
65 H -5.2744 -2.2109 5.3990
66 H -9.7486 4.5891 -3.7422
67 H -7.7393 0.8533 0.5585
68 H 0.1411 5.2433 -3.3873
69 H -9.9590 0.1371 -0.0794
70 H -10.7167 1.5586 0.6229
71 H 0.0254 6.2759 -1.9532
72 H -2.7288 4.2518 -3.0891
73 H -0.7880 -1.8758 6.0899
74 H -2.9425 1.7082 1.1772
75 H 0.9368 1.8900 -0.9710
76 H -3.7272 -0.2239 3.8062
77 H -1.4633 5.7393 -2.7695
78 H -12.2423 2.4783 -2.8037
79 H -7.2033 -2.2598 4.1261
80 H -7.6713 0.0009 3.9552
81 H 0.5254 1.4319 5.2127
82 H -2.7590 -1.4501 6.6536
83 H -4.8347 3.1728 -2.4399
84 H 4.4389 -0.0386 4.2894
85 H -6.9088 -0.0353 2.3518
86 H -11.0364 0.4721 -2.1868
87 H -12.2752 0.7539 -0.9548

The value obtained for the total energy is -2305.7790 hartree. Its total charge is +1. For the energy relative to the best compared isomer or geometry (same formula, charge and spin), the calculation gives 29.77 kJ/mol.

***

Entry 3:
DFT (ωB97M-V/def2-TZVPD) results for C3H3O4Pb as an isolated structure at a distorted geometry.

Cartesian coordinates (Å):
1 Pb -0.7993 -1.6758 -1.4736
2 O 0.4123 -0.8268 0.2201
3 O 1.2699 -0.8990 -1.9112
4 O 2.5396 0.2258 -0.4026
5 O -1.7225 0.2687 -0.7851
6 C -0.1537 0.1890 0.9895
7 C 1.6365 -0.4340 -0.8263
8 C -1.3644 0.7293 0.2872
9 H -0.4652 -0.1705 1.9865
10 H -1.9059 1.5728 0.7513
11 H 0.5527 1.0206 1.1642

The value obtained for the total energy is -609.8728 hartree. As for the spin multiplicity: 2. Its total charge is 0. For the energy relative to the best compared isomer or geometry (same formula, charge and spin), the calculation gives 0.00 kJ/mol.

***

Entry 4:
DFT (ωB97M-V/def2-TZVPD) results for one molecule with the formula C9H12O4Se at a distorted geometry.

Cartesian coordinates (Å):
1 Se -0.9975 2.1136 -1.2904
2 O 2.1980 -0.2271 -1.6347
3 O 1.5742 1.2116 -0.0189
4 O 1.1832 -1.4253 1.1623
5 O -0.7517 -0.3299 0.8182
6 C -3.0505 0.0661 -1.0351
7 C -0.9073 -0.9359 -0.3962
8 C -2.7206 1.3553 -0.4502
9 C 0.4297 0.2241 2.7604
10 C 0.3911 -0.5941 1.5104
11 C 1.3213 0.5677 -1.0123
12 C -0.0035 0.5453 -1.6358
13 C -2.2071 -0.9843 -1.0016
14 C 3.4797 -0.3301 -1.0252
15 H -2.4303 -1.8772 -1.5655
16 H -0.0798 0.1057 -2.6222
17 H 3.4381 -1.0599 -0.2136
18 H 4.1626 -0.6582 -1.8048
19 H 3.7801 0.6406 -0.6196
20 H -0.2468 -1.7916 -0.5396
21 H -2.4493 1.2987 0.6019
22 H -3.4713 2.1241 -0.6281
23 H -3.9642 -0.0023 -1.6068
24 H -0.2496 -0.2178 3.4883
25 H 1.4386 0.2331 3.1577
26 H 0.0939 1.2333 2.5401

The value obtained for the total energy is -3052.4758 hartree. Its total charge is 0. For the energy relative to the best compared isomer or geometry (same formula, charge and spin), the calculation gives 0.00 kJ/mol.

***

Entry 5:
DFT (ωB97M-V/def2-TZVPD) results for C4H7NO as an isolated structure.

Cartesian coordinates (Å):
1 O -0.8531 0.9912 1.5147
2 N 0.5207 -1.1742 0.6145
3 C -0.8103 0.6553 -0.2490
4 C 0.5834 1.0415 -0.4090
5 C -0.4806 -0.8317 -0.4346
6 C 0.9309 -0.4421 -0.6309
7 H 0.9349 1.8394 -1.0596
8 H 0.7369 -2.1708 0.4979
9 H 1.6655 -0.8924 -1.3013
10 H -1.1116 -1.5946 -0.8922
11 H -0.5481 0.0996 1.8127
12 H 0.1642 1.3341 1.1025
13 H -1.7326 1.1448 -0.5656

The value obtained for the total energy is -286.4015 hartree. Its total charge is 0. For the energy relative to the best compared isomer or geometry (same formula, charge and spin), the calculation gives 604.22 kJ/mol.

***

Entry 6:
DFT (ωB97M-V/def2-TZVPD) results for C52H45BaN2O3P2S2Si as an isolated structure at a distorted geometry.

Cartesian coordinates (Å):
1 Ba -0.7871 -1.2087 -0.8289
2 S -1.1131 -2.4122 -3.2635
3 S -3.7573 -2.4492 3.4609
4 P -1.1795 2.1025 1.7210
5 P 2.2928 0.6289 -2.3824
6 Si 1.4222 0.3747 0.8321
7 O -1.9411 -1.2848 -2.8372
8 O -0.7843 -2.3935 -4.6683
9 O 0.0553 -2.5733 -2.3887
10 N -0.5335 1.7217 -3.0468
11 N -3.7766 -0.8228 -0.2234
12 C -2.0233 2.7384 3.2390
13 C -0.9639 1.3052 -4.2394
14 C -3.2409 -1.9198 1.8317
15 C -4.0393 3.4335 4.3836
16 C -3.1645 5.0685 -0.4080
17 C 0.4575 2.9542 1.8540
18 C 2.2708 -0.9070 -4.6980
19 C -3.0685 2.3098 -0.2663
20 C 2.9503 0.1055 -4.0284
21 C -6.4031 -0.3681 0.5262
22 C -2.2139 4.4513 0.3911
23 C 2.6823 -1.3344 -5.9538
24 C 3.5882 4.3789 -1.2850
25 C -3.3950 3.0003 3.2344
26 C 3.2201 -0.0294 0.1669
27 C -0.5697 3.0288 -2.7997
28 C -5.9549 0.0321 -0.7283
29 C 2.8287 4.5308 -3.5519
30 C -1.3390 2.8292 4.4530
31 C -2.1725 3.0628 0.4898
32 C 3.5311 -0.0663 -1.2123
33 C -1.9823 3.2678 5.5999
34 C 1.8366 4.7584 2.6948
35 C -4.0128 2.9263 -1.0745
36 C 3.3742 3.0091 -1.3114
37 C 0.5883 4.2233 2.4303
38 C -1.0496 3.9670 -3.7017
39 C 2.8515 2.3819 -2.4377
40 C 2.9714 4.0025 2.4273
41 C -4.1992 -1.2307 0.9878
42 C -4.6328 -0.2231 -1.0440
43 C 3.7828 -0.7516 -6.5602
44 C -1.3874 -2.9693 2.6459
45 C -4.0756 4.3088 -1.1318
46 C 4.0648 0.6791 -4.6462
47 C 3.3087 5.1478 -2.4048
48 C -5.5310 -1.0022 1.3834
49 C -2.1382 -3.8649 -2.9788
50 C 4.7192 -0.6487 -1.6574
51 C 2.8429 2.7440 1.8667
52 C -1.4516 2.1670 -5.2111
53 C 1.5979 2.2005 1.5272
54 C 4.4759 0.2554 -5.8997
55 C 4.1939 -0.5301 1.0406
56 C -2.2135 -3.1387 3.7155
57 C 5.6421 -1.1622 -0.7606
58 C 2.5903 3.1664 -3.5652
59 C -1.9508 -2.2576 1.5349
60 C -3.3305 3.5920 5.5647
61 C -1.5003 3.5249 -4.9332
62 C 5.3875 -1.0797 0.5993
63 C 1.5359 -0.3865 2.6234
64 H 2.6183 5.1211 -4.4364
65 H -3.9627 2.8742 2.3214
66 H -3.8256 3.9628 6.4539
67 H 1.8267 -1.4415 2.5862
68 H -3.0192 1.2299 -0.2000
69 H 6.5536 -1.6231 -1.1233
70 H -4.8230 4.7995 -1.7432
71 H -0.9200 0.2429 -4.4278
72 H -1.5092 5.0580 0.9426
73 H 3.9635 4.8443 -0.3816
74 H 2.2226 0.1378 3.2953
75 H -1.4917 -4.7131 -2.7701
76 H 0.5396 -0.3449 3.0748
77 H -0.3730 -3.3536 2.6538
78 H 3.6087 2.4133 -0.4447
79 H -2.7937 -3.6618 -2.1330
80 H 6.1113 -1.4567 1.3135
81 H 3.9535 4.3950 2.6689
82 H 4.6117 1.4642 -4.1394
83 H 1.4067 -1.3670 -4.2456
84 H 3.7389 2.1578 1.6864
85 H -5.8557 -1.3308 2.3607
86 H 3.4616 6.2201 -2.3848
87 H -1.7853 1.7802 -6.1651
88 H 2.1980 2.7024 -4.4631
89 H -0.2886 4.7856 2.7241
90 H 2.1275 -2.1184 -6.4547
91 H 1.9204 5.7409 3.1447
92 H -3.2093 6.1505 -0.4527
93 H -4.7023 2.3246 -1.6553
94 H -1.4269 3.3605 6.5254
95 H 4.9287 -0.7163 -2.7161
96 H -1.8749 4.2269 -5.6685
97 H -6.6103 0.5264 -1.4322
98 H -2.0148 -3.6296 4.6580
99 H -7.4296 -0.1933 0.8251
100 H -1.0624 5.0163 -3.4409
101 H -4.2273 0.0580 -2.0130
102 H -0.1839 3.3360 -1.8341
103 H 4.0010 -0.5021 2.1076
104 H -5.1001 3.6516 4.3538
105 H -0.2884 2.5694 4.4895
106 H 5.3407 0.7140 -6.3651
107 H -2.7132 -4.0237 -3.8865
108 H 4.1035 -1.0771 -7.5424

The value obtained for the total energy is -4137.9220 hartree. Its total charge is -1. For the energy relative to the best compared isomer or geometry (same formula, charge and spin), the calculation gives 305.72 kJ/mol.

***

Entry 7:
DFT (ωB97M-V/def2-TZVPD) results for C6H12N2 as an isolated structure at a distorted geometry.

Cartesian coordinates (Å):
1 N 0.3481 1.4699 -0.3259
2 N 0.5067 -1.9949 -0.4545
3 C -1.9128 -0.2097 -1.2053
4 C 1.1904 0.4123 -0.0464
5 C 2.6562 0.5171 0.2136
6 C -0.9397 0.0653 -0.0926
7 C -1.5929 0.4732 1.2064
8 C 0.3352 -0.6553 -0.0717
9 H 0.1608 -2.6735 0.2107
10 H -0.8501 0.6961 1.9710
11 H -2.4293 0.7182 -1.4602
12 H 3.0477 -0.3979 0.6625
13 H 0.5054 2.2729 0.2972
14 H -2.6757 -0.9309 -0.8967
15 H 2.8556 1.3445 0.9003
16 H -2.2265 -0.3471 1.5630
17 H 3.2138 0.7151 -0.7050
18 H -1.4015 -0.5927 -2.0857
19 H 1.4448 -2.2266 -0.7477
20 H -2.2364 1.3440 1.0671

The value obtained for the total energy is -345.2447 hartree. Its total charge is 0. For the energy relative to the best compared isomer or geometry (same formula, charge and spin), the calculation gives 218.43 kJ/mol.